{"formula": "C3H8S4", "method": "wB97M-V/def2-TZVPD", "largest_force_ha_per_bohr": 0.080, "e_above_lowest_kcal_mol": 44.0, "lumo_energy_ev": [0.01, 0.04], "symbols": ["C", "C", "C", "S", "S", "S", "S", "H", "H", "H", "H", "H", "H", "H", "H"], "coordinates": [[-1.364, -0.107, 0.773], [-0.761, 0.726, -0.255], [1.773, -0.572, -0.571], [-2.985, -0.705, 0.139], [-0.039, 2.253, 0.214], [1.285, -2.087, 0.210], [2.753, 0.562, 0.224], [-0.894, -1.104, 0.995], [-1.431, 0.642, 1.709], [-0.901, 0.772, -1.238], [1.826, -0.865, -1.631], [-3.235, 0.381, -0.663], [0.979, 2.293, -0.749], [0.235, -2.356, -0.653], [2.757, 0.166, 1.496]], "nbo_charge": [-0.60, -0.34, -0.65, -0.05, 0.03, 0.02, 0.12, 0.25, 0.23, 0.18, 0.24, 0.13, 0.14, 0.14, 0.14]}

***

{"formula": "C3H8Si", "method": "wB97M-V/def2-TZVPD", "largest_force_ha_per_bohr": 0.090, "e_above_lowest_kcal_mol": 24.3, "lumo_energy_ev": 1.11, "smiles": "C=CC[SiH3]", "symbols": ["C", "C", "C", "Si", "H", "H", "H", "H", "H", "H", "H", "H"], "coordinates": [[-1.720, -0.872, -0.166], [-0.529, -0.702, -0.736], [0.202, 0.511, -0.825], [1.183, 0.482, 0.919], [-2.382, -1.678, -0.042], [-2.017, 0.010, 0.387], [-0.175, -1.558, -1.340], [-0.215, 1.457, -0.766], [0.781, 0.319, -1.788], [0.792, -0.798, 1.408], [0.681, 1.646, 1.895], [2.635, 0.674, 0.552]], "nbo_charge": [-0.43, -0.18, -0.82, 0.84, 0.21, 0.17, 0.20, 0.24, 0.25, -0.16, -0.14, -0.16]}

***

{"formula": "C3H9BeO2P", "method": "wB97M-V/def2-TZVPD", "largest_force_ha_per_bohr": 0.068, "e_above_lowest_kcal_mol": 23.3, "charge": 2, "lumo_energy_ev": -13.28, "symbols": ["O", "C", "O", "C", "C", "P", "H", "H", "H", "H", "H", "H", "H", "H", "H", "Be"], "coordinates": [[-0.277, -0.966, -2.167], [-0.672, -0.192, -1.396], [-0.982, 1.073, -1.782], [-0.860, -0.661, 0.071], [-0.121, 0.196, 1.136], [1.648, 0.782, 0.445], [-1.869, 1.043, -2.191], [-0.393, -1.698, 0.119], [-1.948, -0.672, 0.353], [-0.723, 1.056, 1.478], [0.018, -0.448, 2.024], [2.136, 0.971, 1.777], [0.993, 1.915, -0.128], [1.823, -0.473, -0.214], [2.942, 1.213, -0.086], [-1.714, -3.139, 0.563]], "nbo_charge": [-0.43, 0.76, -0.69, -0.55, -0.52, 0.38, 0.54, 0.18, 0.30, 0.28, 0.27, 0.16, 0.15, 0.10, 0.14, 0.93]}

***

{"formula": "C3H9Cl2N2", "method": "wB97M-V/def2-TZVPD", "largest_force_ha_per_bohr": 0.089, "e_above_lowest_kcal_mol": 6.5, "charge": 1, "lumo_energy_ev": -3.81, "smiles": "CNC(Cl)(Cl)C[NH3+]", "symbols": ["C", "N", "C", "Cl", "Cl", "C", "N", "H", "H", "H", "H", "H", "H", "H", "H", "H"], "coordinates": [[0.910, 1.834, -0.044], [-0.497, 1.736, 0.219], [-1.067, 0.381, -0.058], [-2.630, 0.227, 0.751], [-1.477, 0.075, -1.845], [-0.137, -0.760, 0.332], [-0.697, -2.001, -0.078], [1.180, 1.251, -1.047], [1.428, 2.872, -0.013], [1.378, 1.155, 0.687], [-0.996, 2.465, -0.135], [0.823, -0.574, -0.307], [0.184, -0.756, 1.359], [-1.436, -2.393, 0.534], [0.106, -2.705, -0.362], [-1.121, -1.828, -1.064]], "nbo_charge": [-0.43, -0.60, 0.14, 0.05, -0.06, -0.32, -0.72, 0.17, 0.27, 0.18, 0.40, 0.26, 0.27, 0.47, 0.47, 0.46]}

***

{"formula": "C3H9Cl3NSi", "method": "wB97M-V/def2-TZVPD", "largest_force_ha_per_bohr": 0.089, "e_above_lowest_kcal_mol": 66.8, "charge": 1, "lumo_energy_ev": -4.86, "symbols": ["C", "C", "C", "N", "Si", "Cl", "Cl", "Cl", "H", "H", "H", "H", "H", "H", "H", "H", "H"], "coordinates": [[-1.183, -0.012, 0.092], [0.967, -1.002, -0.516], [0.855, 1.075, 0.901], [0.233, 0.252, -0.166], [0.214, -0.203, 3.490], [-1.798, -0.418, 3.650], [0.931, -2.072, 3.764], [0.949, 1.123, 4.698], [-1.198, -0.809, 0.712], [-1.631, 0.873, 0.652], [-1.722, -0.288, -0.831], [0.525, -1.391, -1.410], [1.953, -0.799, -0.508], [0.610, -1.590, 0.297], [1.888, 1.144, 0.826], [0.389, 2.197, 0.927], [0.293, 0.919, -0.959]], "nbo_charge": [-0.41, -0.38, -0.46, -0.38, 1.26, -0.31, -0.29, -0.26, 0.21, 0.25, 0.24, 0.23, 0.23, 0.21, 0.19, 0.24, 0.43]}

***

{"formula": "C3H9ClN2", "method": "wB97M-V/def2-TZVPD", "largest_force_ha_per_bohr": 0.038, "e_above_lowest_kcal_mol": 1.2, "lumo_energy_ev": 0.97, "smiles": "NCC(Cl)CN", "symbols": ["N", "C", "C", "Cl", "C", "N", "H", "H", "H", "H", "H", "H", "H", "H", "H"], "coordinates": [[1.906, -1.682, 0.399], [1.315, -0.448, 0.894], [0.204, 0.091, -0.029], [-0.391, 1.679, 0.506], [-0.987, -0.787, -0.421], [-1.508, -0.319, -1.720], [1.436, -2.506, 0.757], [1.883, -1.742, -0.627], [1.998, 0.338, 0.955], [1.025, -0.543, 1.933], [0.825, 0.297, -0.976], [-1.760, -0.908, 0.311], [-0.533, -1.767, -0.579], [-2.287, 0.270, -1.547], [-1.917, -1.106, -2.244]], "nbo_charge": [-0.83, -0.24, -0.20, -0.07, -0.25, -0.83, 0.36, 0.36, 0.19, 0.20, 0.21, 0.19, 0.19, 0.36, 0.36]}